Record 1
18
Properties=species:S:1:pos:R:3:lowdin_charge:R:1 method="wB97M-V/def2-TZVPD" energy_ha=-310.511308 total_charge=0 multiplicity=1
C 2.491 -0.235 0.356 -0.307
H -3.834 -1.871 -1.489 0.061
H 2.344 0.119 -1.849 0.099
C -0.172 -0.505 0.286 0.058
H -2.432 1.764 -0.581 0.059
C -2.853 1.643 0.371 0.067
H -2.078 -1.887 -1.643 0.049
C -2.774 -0.697 -0.197 -0.046
C 2.995 0.523 -0.958 -0.097
C -2.911 -1.535 -1.167 0.064
H 2.675 0.488 1.208 0.113
H 2.996 -1.125 0.555 0.062
C -2.973 0.331 0.692 -0.233
H -3.042 -0.009 1.719 0.113
C 1.064 -0.552 0.461 -0.262
H 2.665 1.606 -0.887 0.077
H 4.023 0.496 -1.065 0.017
H -2.962 2.395 1.225 0.105

---

Record 2
15
Properties=species:S:1:pos:R:3:lowdin_charge:R:1 method="wB97M-V/def2-TZVPD" energy_ha=-1128.323290 smiles="C/C=C(/Cl)C(=O)SC" total_charge=0 multiplicity=1
H -1.912 -2.402 -0.874 0.094
H -3.088 0.232 -0.008 0.105
H 2.787 -1.435 0.868 0.048
C -2.394 -1.887 -0.005 -0.090
S 1.771 0.557 -0.004 0.891
C -2.186 -0.385 0.009 -0.143
C 0.311 -0.468 0.008 -0.747
H 3.948 -0.358 0.011 0.020
O 0.365 -1.657 -0.013 0.024
C -1.017 0.248 0.001 -0.660
H 2.851 -1.404 -0.867 0.042
H -1.902 -2.363 0.886 0.095
C 2.976 -0.781 0.012 -0.386
H -3.446 -2.152 0.013 0.063
Cl -0.978 1.992 -0.001 0.643

---

Record 3
21
Properties=species:S:1:pos:R:3:lowdin_charge:R:1 method="wB97M-V/def2-TZVPD" energy_ha=-362.423074 total_charge=0 multiplicity=1
C 0.740 1.492 0.468 -0.067
N 1.350 1.889 -0.635 0.152
H 2.269 -1.799 -0.455 0.069
H 0.086 -1.672 0.846 0.102
H -0.667 0.649 -1.659 0.044
H 1.480 -0.772 1.459 0.106
N 1.567 -1.082 -0.594 0.003
C 0.797 -0.869 0.611 -0.237
H -1.304 -1.917 -0.993 0.059
H -0.497 0.569 2.558 0.066
C -1.069 0.284 -0.714 -0.193
H 2.164 2.487 -0.634 0.121
H -2.514 -0.902 -1.765 0.058
H 1.049 1.964 1.391 0.124
N -1.035 0.340 1.728 0.065
H -1.806 0.991 1.640 0.073
H 1.089 1.437 -1.502 0.099
H -2.542 -1.150 -0.021 0.060
H 0.959 -1.358 -1.356 0.061
C -0.234 0.394 0.500 -0.597
C -1.883 -0.975 -0.875 -0.170

---

Record 4
15
Properties=species:S:1:pos:R:3:lowdin_charge:R:1 method="wB97M-V/def2-TZVPD" energy_ha=-495.464470 total_charge=-1 multiplicity=1
N 2.479 0.628 -0.336 0.017
C 0.224 0.300 0.420 -0.407
C 1.513 1.037 0.295 -0.249
N -2.517 -1.226 -0.938 0.133
H -0.108 0.448 2.534 0.080
C -0.578 -0.043 1.670 -0.104
C 0.306 -0.027 -2.195 -0.274
N 0.675 0.163 -3.280 0.141
F -1.141 1.412 -0.340 -0.394
H -0.573 -1.134 1.799 0.084
H -1.620 0.293 1.629 0.070
H 1.495 -0.768 -0.773 0.241
H 1.403 0.026 1.279 0.165
C -0.037 -0.516 -0.862 -0.220
C -1.521 -0.595 -0.901 -0.283

---

Record 5
132
Properties=species:S:1:pos:R:3:lowdin_charge:R:1 method="wB97M-V/def2-TZVPD" energy_ha=-2391.463984 smiles=COCCCCCCCC[C@@](C[C@@H](C)O)(OCCCCCn1cccc1)[C@@H](CCCN)O[C@@H](C)I.CCN(CC)CC.CCN(CC)CC total_charge=0 multiplicity=1
O -0.904 1.613 -0.580 -0.098
H 4.018 6.036 -5.228 0.071
C 2.903 8.046 -1.690 -0.251
H -1.493 4.273 0.365 0.112
H -0.089 -8.254 4.856 0.075
H -1.836 -11.736 0.655 0.054
N -0.232 0.334 4.615 -0.114
H 0.936 3.143 -4.784 0.086
O -0.287 1.666 -4.065 -0.156
H -0.515 1.315 -6.686 0.065
H -1.952 -2.279 -1.678 0.110
H -1.037 -5.096 5.591 0.077
C 5.268 7.370 -0.047 -0.090
C -1.231 2.208 -1.823 -0.384
H -3.711 -10.354 1.430 0.111
H 2.075 -1.646 3.596 0.097
C 4.051 6.768 -4.419 -0.078
H -1.258 3.162 2.219 0.096
H -2.506 2.424 0.479 0.126
C -1.608 0.783 4.724 -0.130
H -2.459 -0.149 -3.728 0.111
C -2.964 -2.080 -1.351 -0.201
C 0.042 2.020 -2.717 -0.235
H 0.369 -9.436 1.273 0.067
H 3.914 5.142 -3.032 0.098
H -1.560 2.905 4.598 0.106
N 3.687 6.838 -1.882 -0.199
H -0.018 2.173 2.907 0.103
H 1.871 7.836 -1.984 0.110
H 6.322 7.304 0.224 0.073
C -2.151 -11.815 1.694 -0.087
C 0.861 0.952 5.127 -0.114
H 5.520 5.929 -1.595 0.116
C -0.940 4.477 -0.537 -0.389
C -3.485 -0.775 -1.983 -0.180
C -0.693 -8.120 3.958 -0.090
H -2.902 2.198 3.725 0.114
C 2.200 0.750 -3.086 -0.170
H -1.496 -7.617 1.510 0.091
H 5.221 2.102 -2.990 0.055
H 2.863 10.190 -1.944 0.073
H -0.968 -4.608 1.204 0.107
H -2.589 3.891 -1.764 0.124
H -2.682 0.751 0.061 0.093
H -3.632 -3.786 1.284 0.108
C -1.953 1.499 0.353 -0.189
C -1.519 3.735 -1.728 -0.077
H 0.860 5.013 0.416 0.088
H -1.393 -0.320 -2.387 0.089
H -0.564 -1.411 3.486 0.105
H -3.842 -1.634 0.537 0.109
C -1.338 1.050 1.663 -0.138
C 0.371 1.793 -6.310 -0.145
C 3.189 1.883 -2.951 -0.293
H 2.706 -0.159 -2.782 0.113
H -1.130 4.232 -2.601 0.069
N 4.529 1.524 -3.442 0.000
H -2.255 0.015 4.340 0.110
C 1.918 0.222 4.778 -0.116
H -0.806 -2.926 1.561 0.106
H -0.324 6.325 -0.771 0.065
H -0.015 -8.441 -0.125 0.071
H -2.606 -3.337 3.348 0.118
H 3.276 2.155 -1.903 0.108
C -1.070 2.192 2.657 -0.182
C -2.927 -2.083 0.177 -0.193
H -0.615 -10.086 -0.044 0.054
H 4.957 8.404 0.108 0.064
C -1.681 -8.659 1.232 -0.247
H -2.796 -12.693 1.765 0.069
H 0.726 2.481 -7.063 0.070
H -1.272 -12.006 2.310 0.065
C 0.538 4.268 -0.303 -0.018
H 2.409 5.978 -3.276 0.107
C -1.243 -9.465 3.510 -0.274
H -0.398 -10.134 3.281 0.102
N -2.177 -9.353 2.407 -0.201
H -4.211 -1.075 -2.726 0.103
C -2.924 -10.573 2.157 -0.252
H 0.563 2.964 -2.691 0.118
C -1.848 2.083 3.954 -0.173
C 0.153 -0.780 3.963 -0.120
O -0.732 -4.118 3.794 -0.190
C -2.441 1.565 -2.486 -0.121
H 1.149 1.070 -6.125 0.073
C 3.482 6.143 -3.139 -0.257
C 3.371 9.331 -2.386 -0.078
C -1.512 -3.748 1.574 -0.177
H -1.982 0.311 2.118 0.096
H -3.329 1.822 -1.920 0.115
H 2.849 8.245 -0.617 0.100
C -0.415 -9.198 0.553 -0.080
C 1.492 -0.870 4.036 -0.089
O -1.172 5.879 -0.804 -0.040
C -1.885 -4.075 2.991 -0.275
H -2.708 -4.220 -0.108 0.099
H 4.703 6.732 0.634 0.079
H 1.415 1.378 -1.238 0.110
H 4.444 9.494 -2.271 0.067
H 1.898 0.611 -4.112 0.096
H 0.556 0.045 -1.920 0.113
H 2.941 0.416 5.030 0.096
H -0.051 -7.666 3.202 0.068
H -3.548 -2.918 -1.703 0.101
H -3.452 -10.827 3.081 0.108
H -4.008 -0.187 -1.239 0.090
H 2.806 2.766 -3.452 0.088
H -1.851 0.961 5.759 0.119
H -1.979 -3.588 5.349 0.081
H 0.713 3.321 0.179 0.077
H 3.469 7.628 -4.746 0.057
H -1.496 -7.421 4.194 0.070
H -0.275 -3.517 5.676 0.080
C 1.013 0.994 -2.162 -0.115
H -0.404 0.575 1.405 0.119
C -2.750 -3.518 0.709 -0.184
H 4.702 0.567 -3.170 0.054
H -2.359 -5.056 3.007 0.123
H -1.770 -9.915 4.355 0.118
C -1.037 -4.095 5.176 -0.099
H 5.090 7.076 -4.300 0.068
C 5.080 6.924 -1.489 -0.275
H -2.057 -1.516 0.482 0.090
C -2.371 0.034 -2.668 -0.148
H -2.488 -8.607 0.497 0.114
I -1.593 3.893 -5.562 0.856
H 5.661 7.591 -2.145 0.103
H 3.135 9.333 -3.448 0.056
H -2.557 2.030 -3.448 0.060
H 0.836 1.848 5.702 0.120
C 0.067 2.557 -5.051 -0.764
H 1.137 4.386 -1.197 0.078